Here is a cluster of 7 separate species, C6H22NO7 in total at a distorted geometry from the Open Molecules 2025 dataset. Energies are from ωB97M-V with the def2-TZVPD basis set.

HOMO-LUMO gap, eV: 9.0
Molar mass, g/mol: 220.2
ΔE to the lowest compared entry with this formula, charge and spin, eV: 0.0000
Total charge: -1
E_LUMO, eV: 3.30
E_tot, eV: -22401.7451
Spin multiplicity: 1

Last column: Löwdin charge in e.
Positions of all 36 atoms, in Å:
C1 1.30 -2.56 -0.98  -0.243
O1 1.49 -1.74 -2.15  -0.113
C2 -0.09 -2.46 -0.33  -0.178
C3 -0.08 -1.79 1.05  -0.203
C4 0.50 -0.42 0.99  -0.102
C5 1.15 0.17 2.00  -0.169
N1 1.89 1.38 1.84  -0.037
C6 1.51 2.27 1.01  -0.033
H1 2.16 -2.32 -0.36  0.100
H2 1.35 -3.61 -1.30  0.100
H3 -0.56 -3.45 -0.24  0.104
H4 -0.76 -1.92 -0.99  0.093
H5 -1.11 -1.78 1.45  0.090
H6 0.34 -2.40 1.86  0.117
H7 0.54 0.08 0.02  0.103
H8 1.34 -0.22 2.99  0.107
H9 0.54 2.42 0.54  0.054
H10 2.19 3.13 1.04  0.063
H11 2.94 -0.60 -0.91  -0.003
H12 3.12 0.09 0.33  -0.004
O2 3.67 -0.22 -0.40  -0.078
H13 -0.94 2.90 -1.57  -0.033
H14 -0.98 0.74 -1.47  0.005
O3 -1.28 2.17 -1.04  -0.375
H15 -2.76 2.53 1.15  0.022
H16 -1.52 1.90 0.48  -0.027
O4 -2.00 1.98 1.37  -0.134
H17 -3.51 1.64 -2.45  0.016
H18 -2.63 0.46 -2.20  -0.011
O5 -3.38 0.74 -2.76  -0.094
H19 0.70 -1.20 -2.31  0.032
H20 -0.69 0.46 -2.97  0.050
O6 -0.67 -0.01 -2.13  -0.154
H21 -1.62 0.41 2.54  -0.001
H22 -2.97 -0.15 2.65  0.034
O7 -2.05 -0.43 2.76  -0.096